[1]
73
Properties=species:S:1:pos:R:3:lowdin_charge:R:1 method="wB97M-V/def2-TZVPD" multiplicity=1 total_charge=-2 lumo_energy_ev="3.885 / 3.886"
C 2.55138 -5.81920 -1.06153 -0.263
C 2.56095 -4.53704 -1.90518 -0.077
C 2.65213 -5.40658 0.41217 -0.063
C 3.34578 -4.02886 0.39922 -0.232
H 3.22865 -6.15030 0.96650 0.128
H 1.65131 -5.29665 0.84759 0.126
C 2.71749 -3.37062 -0.90238 -0.195
H 1.61741 -4.44796 -2.46426 0.118
H 3.41992 -4.54361 -2.59395 0.127
C 1.29127 -2.86258 -0.64361 -0.402
H 3.33490 -2.54044 -1.28534 0.147
H 4.41071 -4.19897 0.16303 0.147
C 3.22272 -3.24106 1.61707 -0.310
C 1.31299 -6.68283 -1.19701 -0.469
C 3.73827 -6.72114 -1.45582 -0.413
O 4.69903 -6.81820 -0.70558 0.103
O 0.25009 -6.29857 -1.62710 0.125
O 1.51554 -7.93757 -0.75369 -0.021
O 3.70209 -7.42901 -2.60662 -0.027
C 2.79536 -7.20151 -3.72646 -0.018
H 2.41033 -6.17055 -3.77696 0.091
H 1.97797 -7.93130 -3.66245 0.092
H 3.39469 -7.41821 -4.61564 0.090
C 0.29842 -8.68788 -0.77630 -0.049
H -0.45571 -8.20865 -0.13855 0.103
H 0.56215 -9.67122 -0.39714 0.087
H -0.10064 -8.75272 -1.79664 0.094
O 1.20163 -1.78033 0.21245 -0.429
H 0.66217 -3.68554 -0.26529 0.110
H 0.84346 -2.61399 -1.63269 0.088
C 4.24240 -2.22013 1.89003 -0.080
C 2.13910 -3.44032 2.59490 -0.078
H 2.14088 -4.43468 3.07210 0.071
H 1.13838 -3.27590 2.16155 0.080
H 2.26816 -2.69097 3.38621 0.074
H 3.76219 -1.34443 2.34464 0.078
H 4.77458 -1.90074 0.98549 0.079
H 4.99494 -2.58698 2.60700 0.071
Tl -0.19526 -0.30197 -0.61578 0.980
C 1.09262 2.64260 -1.18413 -0.227
C 2.12030 1.65613 -1.33396 -0.222
C 1.70637 0.73295 -2.34284 -0.280
H 3.08166 1.65125 -0.82125 0.066
C 0.38178 1.11925 -2.76762 -0.335
C 0.01294 2.29665 -2.04354 -0.260
H -0.94901 2.81893 -2.10489 0.070
H 1.16843 3.54797 -0.57630 0.067
H 2.28552 -0.10542 -2.72387 0.066
H -0.21283 0.60784 -3.52352 0.064
C -2.38274 -0.55708 1.60988 -0.221
C -2.89431 0.34551 0.63416 -0.246
C -2.90601 -0.32375 -0.62646 -0.312
H -3.25651 1.36366 0.82945 0.068
C -2.49941 -1.69104 -0.40236 -0.292
C -2.14597 -1.81679 0.98545 -0.237
H -1.79599 -2.72293 1.47789 0.069
H -2.23503 -0.33939 2.67158 0.068
H -3.17075 0.10839 -1.59668 0.070
H -2.50251 -2.49048 -1.13908 0.066
C 0.62342 1.45219 2.41310 0.096
C 0.00190 2.54433 3.03272 -0.288
C -0.90573 3.42248 2.31743 -0.023
C -1.43459 4.55238 2.93557 -0.109
C -1.09786 4.82704 4.28255 -0.131
C -0.27773 3.93575 5.01099 -0.132
C 0.25739 2.82326 4.40618 -0.076
H 1.11756 0.66717 2.99509 0.070
H 0.77791 1.45468 1.33494 0.009
H -1.22337 3.14541 1.31716 0.105
H -2.12693 5.22688 2.40404 0.096
H -1.49525 5.72735 4.75227 0.075
H -0.07002 4.12583 6.06362 0.085
H 0.87781 2.12039 4.94776 0.098

***

[2]
85
Properties=species:S:1:pos:R:3:lowdin_charge:R:1 method="wB97M-V/def2-TZVPD" multiplicity=1 total_charge=0 lumo_energy_ev="-0.912 / -0.914"
V 1.67046 1.25852 -2.07188 0.591
O 1.34121 0.44561 -3.65855 -0.346
As 2.56847 -1.04374 -1.04030 1.113
O 2.81070 -1.87049 -2.46362 -0.649
O 0.32275 1.60161 -1.29166 -0.548
C 4.43902 -0.51295 -0.53954 -0.354
C 5.20243 -1.54449 -0.00416 -0.122
C 6.51170 -1.33745 0.41257 -0.078
C 7.08721 -0.08159 0.30685 -0.075
C 6.35183 0.96601 -0.22787 -0.055
C 5.04793 0.73748 -0.64010 -0.292
S 4.17161 2.08711 -1.36521 0.507
O 5.00858 3.24519 -1.37633 -0.266
O 2.88775 2.22812 -0.60692 -0.438
O 3.69870 1.60531 -2.69550 -0.386
H 1.94456 -0.29868 -3.82153 0.000
H 4.77031 -2.53631 0.08079 0.094
H 7.08303 -2.16179 0.82073 0.103
H 8.10545 0.08423 0.63274 0.104
H 6.77629 1.95453 -0.33584 0.110
C -0.61691 2.50078 -5.04640 -0.012
N -1.34876 1.81307 -3.99169 -0.097
C -1.55609 0.45800 -3.93844 -0.024
C -2.19963 0.20038 -2.77746 -0.010
N -2.36905 1.39912 -2.13219 -0.110
C -2.85280 1.54727 -0.76469 -0.036
C -1.82277 2.36945 -2.86993 -0.661
Se -1.74562 4.17696 -2.34623 0.679
H -0.87998 2.04802 -5.99902 0.103
H 0.45118 2.38478 -4.87267 0.078
H -0.89844 3.55107 -5.04465 0.072
H -1.18992 -0.20005 -4.70371 0.139
H -2.52450 -0.72594 -2.34144 0.119
H -3.21660 0.57874 -0.43315 0.076
H -3.65560 2.27945 -0.72691 0.091
H -2.02248 1.84596 -0.12824 0.049
C -4.02910 -1.26721 1.66009 -0.111
C -4.29594 0.00685 2.45815 -0.248
C -3.89151 -0.05985 3.93164 -0.185
C -2.39513 0.01953 4.21567 -0.155
N -1.65082 -1.16212 3.81275 -0.026
C -0.76633 -1.23214 2.77792 -0.686
Se -0.32469 0.11138 1.61652 0.724
N -0.26427 -2.49995 2.77238 -0.018
C 0.71579 -3.01315 1.82371 -0.162
C 0.17077 -4.13947 0.95025 -0.181
C -1.02435 -3.75896 0.08039 -0.243
C -0.69242 -2.77590 -1.03823 -0.120
C -0.79632 -3.22155 3.83124 -0.141
C -0.55709 -4.50707 4.29058 -0.005
C -1.25099 -4.91683 5.42079 -0.086
C -2.14563 -4.06850 6.07244 -0.088
C -2.37429 -2.77648 5.61974 -0.009
C -1.68263 -2.37152 4.48986 -0.148
H -4.54753 -1.23874 0.69876 0.068
H -4.38928 -2.14899 2.19584 0.080
H -2.96671 -1.39986 1.45472 0.027
H -5.36527 0.23018 2.41855 0.105
H -3.78212 0.85173 1.98899 0.091
H -4.30740 -0.96730 4.38115 0.104
H -4.34854 0.78085 4.46064 0.114
H -2.22635 0.15834 5.28652 0.128
H -1.94459 0.86149 3.69059 0.076
H 1.58430 -3.35815 2.39083 0.132
H 1.02935 -2.16251 1.22016 0.012
H -0.10183 -4.99141 1.57771 0.094
H 0.99393 -4.47404 0.31200 0.120
H -1.81745 -3.34876 0.71514 0.091
H -1.43033 -4.67749 -0.35096 0.107
H -0.48291 -1.77686 -0.64893 0.010
H -1.53118 -2.70195 -1.73487 0.058
H 0.17876 -3.09981 -1.61277 0.068
H 0.14699 -5.16354 3.79934 0.108
H -1.08952 -5.91431 5.80678 0.103
H -2.66664 -4.42128 6.95228 0.102
H -3.05773 -2.11498 6.13437 0.109
Te 0.77466 4.42576 -1.97199 1.149
C 0.90291 6.04657 -3.27913 -1.008
C 1.41969 6.03198 -4.54707 -0.241
C 1.39292 7.30751 -5.16665 -0.188
C 0.85357 8.26457 -4.35851 -0.417
S 0.39636 7.62637 -2.84464 0.941
H 1.81460 5.13846 -5.01042 0.102
H 1.75900 7.50539 -6.16333 0.103
H 0.71130 9.31043 -4.57881 0.067

***

[3]
85
Properties=species:S:1:pos:R:3:lowdin_charge:R:1 method="wB97M-V/def2-TZVPD" multiplicity=1 de_lowest_ev=0.139 total_charge=-1 lumo_energy_ev=0.744
N 1.10213 -0.09852 0.04770 0.272
H 0.45057 0.61487 -0.24669 0.082
H 1.15319 -0.86572 -0.60720 0.026
H 0.98638 -0.44086 0.99084 0.026
H 1.98439 0.38683 -0.03079 0.040
C 6.09335 0.90302 -0.79293 -0.130
C 4.99738 0.82866 0.30514 -0.506
O 3.72236 0.98735 -0.23796 -0.367
H 7.07211 1.14261 -0.37734 0.033
H 6.00642 1.78847 -1.42264 0.053
H 6.24970 0.00830 -1.39554 0.054
H 5.16792 1.69487 0.94443 0.055
H 5.09160 -0.06297 0.92499 0.064
C 0.33152 -3.01437 -3.48692 -0.151
C 1.74517 -2.75464 -3.07574 -0.524
O 2.00185 -1.66250 -2.23144 -0.370
H 0.30854 -4.06341 -3.78200 0.053
H 0.05875 -2.56336 -4.44101 0.039
H -0.50431 -2.76016 -2.83510 0.045
H 2.35295 -2.69504 -3.97860 0.076
H 2.14735 -3.55738 -2.45771 0.064
Br -0.31066 -3.04337 0.72075 0.646
C -0.55399 -4.84053 -0.23157 -0.586
C -0.56739 -6.01347 0.82724 -0.620
Br -0.54888 -7.73991 -0.21854 0.540
H 0.30827 -4.96357 -0.88691 0.038
H -1.45622 -4.64478 -0.81102 0.036
H -1.55948 -5.85232 1.24899 0.038
H 0.07824 -5.96861 1.70431 0.056
C 4.09180 0.71177 6.15622 -0.077
C 2.94500 0.39238 6.81805 -0.072
C 1.77311 0.05652 6.06860 0.021
C 1.85214 -0.06631 4.66614 -0.137
C 3.05124 0.23268 4.00995 -0.001
C 4.15533 0.57904 4.74713 -0.048
N 0.59455 -0.39451 3.96538 -0.285
O -0.44837 -0.57325 4.62205 0.061
O 0.58816 -0.40037 2.72636 0.003
H 4.96199 0.93745 6.75473 0.104
H 2.89689 0.31964 7.89452 0.100
H 0.77761 -0.12142 6.44770 0.106
H 3.23745 0.13130 2.95096 0.120
H 5.13511 0.75637 4.32882 0.112
C -3.26842 0.71953 -4.50146 -0.071
C -2.00295 0.00846 -4.50432 -0.051
C -0.89212 0.49230 -3.82329 0.018
C -0.98525 1.81406 -3.30066 -0.145
C -2.15007 2.56584 -3.43905 0.005
C -3.33768 1.96920 -3.93443 -0.085
N 0.24626 2.41402 -2.86094 -0.302
O 1.13842 1.71527 -2.36462 0.089
O 0.41198 3.64163 -2.84493 0.036
H -4.09621 0.33691 -5.08005 0.094
H -1.94321 -0.99240 -4.90569 0.090
H 0.04498 -0.03431 -3.92780 0.114
H -2.17976 3.61338 -3.17794 0.116
H -4.25087 2.52841 -4.07498 0.102
C -5.90745 -2.31203 -1.09089 -0.103
C -6.33502 -1.00664 -0.89115 -0.085
C -5.39185 -0.03660 -0.57364 0.004
C -4.03038 -0.39975 -0.66033 -0.099
C -3.64096 -1.70354 -1.04345 0.006
C -4.59629 -2.73174 -1.05494 -0.052
N -2.94393 0.60785 -0.44386 -0.334
O -1.84820 0.17073 -0.47973 0.081
O -3.23727 1.77536 -0.55805 0.077
H -6.79920 -2.88177 -1.30670 0.099
H -7.38378 -0.82019 -1.06927 0.103
H -5.65640 0.99697 -0.40588 0.115
H -2.59765 -1.97370 -1.11364 0.078
H -4.27167 -3.75655 -0.95118 0.105
C 1.60424 2.90702 1.45160 -0.080
C 0.78968 2.87928 2.54712 -0.088
C -0.49935 3.35350 2.45039 -0.019
C -0.90324 3.95227 1.27195 -0.135
C 0.01651 4.20201 0.20611 0.019
C 1.25904 3.56539 0.27402 -0.046
N -2.35077 4.14122 1.02613 -0.345
O -2.69324 4.38034 -0.12972 0.039
O -3.07216 4.25702 2.00218 0.054
H 2.59814 2.50351 1.57705 0.096
H 1.15831 2.47923 3.48012 0.095
H -1.25114 3.18114 3.20638 0.115
H -0.23391 4.61975 -0.75783 0.095
H 1.96164 3.54686 -0.54598 0.108

***

[4]
72
Properties=species:S:1:pos:R:3:lowdin_charge:R:1 method="wB97M-V/def2-TZVPD" multiplicity=1 total_charge=-1 lumo_energy_ev=2.542
C -3.48991 0.31374 0.16650 -0.172
C -3.84259 -0.95816 -0.61499 -0.534
P -3.10269 -2.56423 -0.02796 0.639
C -2.95246 -2.27006 1.79723 -0.439
In -0.71136 -2.56475 -0.94811 0.222
C -0.38849 -0.55702 -1.86797 -0.332
C 0.97759 -0.40067 -2.53818 -0.216
C 1.83167 0.83785 -2.42021 -0.464
O 2.98690 0.84411 -2.79210 0.042
N 1.27565 2.06000 -1.97553 0.110
C 0.96667 2.17163 -0.56227 -0.258
C 1.85712 1.69744 0.39439 -0.010
C 1.55765 1.81581 1.74875 -0.074
C 0.37508 2.42797 2.14642 -0.094
C -0.50316 2.92192 1.18493 -0.086
C -0.21371 2.79076 -0.16612 -0.037
H -2.90471 0.99645 -0.43678 0.049
H -2.90406 0.10735 1.05454 0.026
H -4.38696 0.84335 0.47746 0.051
H -4.92164 -1.08523 -0.62280 0.034
H -3.53955 -0.82674 -1.64849 0.035
H -2.18905 -1.54409 2.06667 0.004
H -2.72613 -3.21921 2.26578 0.007
H -3.90414 -1.90566 2.18105 0.004
H 0.40854 -2.72129 0.42372 -0.118
H -0.51993 -3.87270 -2.12008 -0.145
H -0.56242 0.15774 -1.08502 -0.005
H -1.17269 -0.41178 -2.60801 0.019
H 1.66673 -1.19958 -2.27182 0.090
H 0.84715 -0.50110 -3.61486 0.118
H 2.00559 2.73013 -2.19461 0.120
H 2.76779 1.22137 0.06563 0.116
H 2.23754 1.41999 2.48491 0.098
H 0.13556 2.50634 3.19433 0.093
H -1.42650 3.38964 1.48646 0.096
H -0.89097 3.13864 -0.92763 0.111
C 6.74292 3.19163 -6.04036 -0.108
C 6.65714 4.49607 -5.57393 -0.113
C 5.64141 4.84995 -4.69669 -0.106
C 4.71633 3.89937 -4.28683 -0.090
C 4.79732 2.59310 -4.74960 -0.078
C 5.81390 2.24481 -5.62974 -0.091
H 7.53523 2.91334 -6.72411 0.094
H 7.38167 5.23528 -5.89191 0.093
H 5.57178 5.86716 -4.33198 0.095
H 3.92784 4.17637 -3.59839 0.095
H 4.07629 1.85826 -4.41848 0.075
H 5.88182 1.22762 -5.99371 0.100
C 1.35518 -5.92598 1.10440 -0.091
C 1.20833 -6.76371 2.20062 -0.099
C 2.24390 -6.90545 3.11556 -0.114
C 3.42780 -6.20514 2.93403 -0.115
C 3.57385 -5.36568 1.83701 -0.102
C 2.53966 -5.22693 0.92266 -0.097
H 0.54802 -5.80428 0.39414 0.094
H 0.28124 -7.30382 2.34520 0.097
H 2.12646 -7.55917 3.97105 0.092
H 4.23485 -6.30984 3.64869 0.091
H 4.49481 -4.81365 1.69765 0.095
H 2.64426 -4.56805 0.07159 0.096
C -4.77102 2.38306 4.20077 -0.094
C -5.93659 3.02100 4.60377 -0.107
C -7.17141 2.50545 4.23595 -0.108
C -7.24001 1.35107 3.46739 -0.099
C -6.07492 0.71305 3.06587 -0.091
C -4.84033 1.23042 3.43120 -0.091
H -3.80709 2.78569 4.48478 0.098
H -5.88236 3.92040 5.20399 0.095
H -8.08075 3.00422 4.54658 0.095
H -8.20291 0.94846 3.18025 0.097
H -6.12438 -0.18639 2.46542 0.101
H -3.93437 0.73233 3.11198 0.091

***

Computed max |F|, in the same sequence as the records: 2.7; 1.1; 4.1; 0.6 eV Å⁻¹.